This record from OMol25 describes a 2-piece molecular cluster, C12H20NO3 overall at a distorted geometry. The level of theory is the ωB97M-V functional and the def2-TZVPD basis.

Values from the calculation:
charge	+1
relative energy (zero: lowest compared OMol25 entry of this formula, charge and spin)	54.83	kcal per mole
HOMO energy	-12.61	eV
M	226.30	g mol⁻¹

Each line ends with the natural charge from an NBO analysis.
Cartesian coordinates (Å):
C -3.318 -2.456 -0.119  -0.263
O -2.260 -1.473 -0.011  -0.458
C -2.286 -0.350 -0.677  0.465
C -1.756 0.820 -0.052  -0.148
C -1.421 1.896 -0.896  -0.132
C -1.084 3.128 -0.355  -0.218
C -1.060 3.299 1.033  -0.121
C -1.311 2.211 1.884  -0.220
C -1.607 0.963 1.358  -0.139
H -3.407 -2.920 0.866  0.232
H -4.266 -1.975 -0.397  0.207
H -3.021 -3.213 -0.858  0.213
H -2.898 -0.267 -1.582  0.216
H -1.475 1.708 -1.964  0.228
H -0.873 3.974 -1.012  0.240
H -0.823 4.273 1.458  0.239
H -1.290 2.351 2.968  0.242
H -1.803 0.093 1.988  0.233
O -0.997 0.225 -5.138  -0.735
C -2.282 -0.269 -4.740  -0.078
C -2.024 -1.379 -3.749  -0.243
N -1.082 -0.865 -2.744  -0.621
C -0.233 -1.918 -2.175  -0.244
C 1.079 -1.295 -1.782  -0.078
O 1.536 -0.553 -2.924  -0.738
H -1.106 0.771 -5.931  0.493
H -2.842 0.528 -4.228  0.160
H -2.831 -0.665 -5.610  0.197
H -2.941 -1.707 -3.241  0.184
H -1.569 -2.243 -4.263  0.206
H -0.453 -0.219 -3.237  0.440
H -0.729 -2.360 -1.308  0.193
H -0.072 -2.695 -2.934  0.198
H 0.907 -0.602 -0.942  0.166
H 1.799 -2.089 -1.524  0.195
H 2.477 -0.356 -2.811  0.492